Entry A
Below is a single C11H16 molecule, with properties calculated with the ωB97M-V functional and the def2-TZVPD basis.

Last column: natural (NBO) charge in e.
CARTESIAN COORDINATES (ANGSTROEM)
C 2.48 0.91 0.56  -0.6677
C 1.05 1.05 0.22  0.0817
C 0.49 2.27 -0.10  -0.2810
C -0.83 2.11 -0.80  -0.1925
C -1.75 1.17 -0.54  -0.2147
C -1.46 -0.11 -0.08  -0.0469
C -2.19 -1.05 1.05  -0.4156
C -2.25 -1.30 -0.40  -0.4260
C 0.20 -0.23 -0.06  -0.0522
C 0.36 -0.51 -1.55  -0.6194
C 0.77 -1.49 0.73  -0.6240
H 3.00 1.53 -0.09  0.2256
H 2.81 -0.16 0.29  0.2198
H 2.85 1.16 1.57  0.2307
H 0.99 3.21 0.19  0.2230
H -1.13 2.98 -1.50  0.2138
H -2.62 1.09 -1.12  0.1962
H -3.12 -0.63 1.50  0.2119
H -1.57 -1.59 1.79  0.2228
H -1.87 -2.21 -0.85  0.2250
H -3.30 -0.86 -0.80  0.2152
H -0.44 -1.20 -1.71  0.2095
H 1.29 -1.03 -1.80  0.1975
H 0.36 0.50 -2.12  0.2273
H 1.60 -2.00 0.15  0.2104
H 0.01 -2.26 0.93  0.2132
H 1.13 -1.17 1.71  0.2164

E_LUMO: 0.8 eV
HOMO-LUMO gap: 8.49 eV
SMILES: CC1=CC=CC2(CC2)C1(C)C

Entry B
Below is a single C11H16 molecule, with properties calculated with the ωB97M-V functional and the def2-TZVPD basis.

Last column: natural (NBO) charge in e.
CARTESIAN COORDINATES (ANGSTROEM)
C 0.64 2.11 1.94  -0.6464
C 0.67 0.80 1.26  -0.0605
C 1.65 0.10 0.73  0.0238
C 1.66 -0.74 -0.24  -0.0319
C 1.30 -2.02 -0.91  -0.4039
C 0.55 -0.71 -1.24  -0.0589
C 0.85 -0.16 -2.63  -0.6110
C -0.77 -0.41 -0.44  -0.1896
C -1.58 0.67 -1.31  -0.6013
C -0.70 0.11 1.07  -0.2305
C -0.83 -0.85 2.18  -0.6162
H 1.19 2.88 1.42  0.2248
H 1.16 2.12 3.01  0.2230
H -0.38 2.52 2.22  0.2153
H 1.82 -2.51 -1.66  0.2247
H 0.65 -2.70 -0.37  0.2105
H 1.80 -0.50 -2.98  0.2191
H 0.90 1.00 -2.56  0.2097
H 0.28 -0.51 -3.47  0.2147
H -1.50 -1.36 -0.36  0.2100
H -0.92 1.42 -1.62  0.2029
H -2.35 1.08 -0.63  0.2041
H -2.02 0.07 -2.21  0.2142
H -1.41 0.94 1.15  0.2094
H -0.13 -1.70 2.24  0.2221
H -1.90 -1.20 2.21  0.2018
H -0.61 -0.45 3.18  0.2202

E_LUMO: 0.8 eV
HOMO-LUMO gap: 8.75 eV
SMILES: CC1=C=C2C[C@@]2(C)[C@H](C)[C@H]1C

What should be chosen as the most stable of them? Choose entry A.

Entry A
Below is 2 unconnected molecules or ions with the total composition C2H5NO3, with properties calculated with the ωB97M-V functional and the def2-TZVPD basis.

Last column: natural (NBO) charge in e.
CARTESIAN COORDINATES (ANGSTROEM)
O 1.51 -0.87 0.31  -0.5693
C 0.31 -1.00 0.64  0.5690
N -0.86 -0.74 -0.08  -0.6591
C -1.10 -0.21 -1.35  0.5333
O -0.29 0.04 -2.27  -0.5240
H -0.04 -1.40 1.61  0.1235
H -1.76 -0.90 0.41  0.4103
H -2.20 -0.01 -1.51  0.1203
O 1.15 1.67 0.98  -0.9648
H 1.49 2.44 0.44  0.4723
H 1.80 0.97 0.82  0.4885

E_LUMO: 0.2 eV
HOMO-LUMO gap: 10.62 eV
SMILES: O=CNC=O.O

Entry B
Below is a single C2H5NO3 molecule, with properties calculated with the ωB97M-V functional and the def2-TZVPD basis.

Last column: natural (NBO) charge in e.
CARTESIAN COORDINATES (ANGSTROEM)
C -1.05 -0.79 0.82  -0.4271
N -0.04 -0.34 -0.06  -0.1634
O 1.13 -1.21 0.02  -0.5568
C 0.10 0.93 -0.48  0.8454
O -0.73 1.79 -0.34  -0.6424
O 1.29 1.13 -1.11  -0.7206
H -1.78 0.01 0.95  0.2473
H -1.51 -1.70 0.43  0.2064
H -0.52 -1.07 1.76  0.2071
H 1.82 -0.79 -0.51  0.4921
H 1.29 2.03 -1.48  0.5119

E_LUMO: 0.6 eV
HOMO-LUMO gap: 9.96 eV
SMILES: CN(O)C(=O)O

What should be chosen as the most stable of them? Choose entry A.

Entry A
Below is a single C2H5NO3 molecule, with properties calculated with the ωB97M-V functional and the def2-TZVPD basis.

Last column: natural (NBO) charge in e.
CARTESIAN COORDINATES (ANGSTROEM)
C -0.46 -1.15 -0.27  -0.4349
N 0.26 -0.07 0.41  -0.2600
O 1.65 -0.24 0.26  -0.5516
C -0.17 1.30 -0.03  0.8649
O 0.29 1.87 -0.98  -0.5743
O -0.88 1.66 1.00  -0.6552
H -1.53 -1.01 -0.09  0.2117
H -0.26 -1.13 -1.35  0.1937
H -0.14 -2.10 0.14  0.2220
H 1.89 0.19 -0.58  0.4693
H -0.64 0.67 1.49  0.5143

E_LUMO: 0.7 eV
HOMO-LUMO gap: 11.02 eV
SMILES: CN(O)C(=O)O

Entry B
Below is 2 unconnected molecules or ions with the total composition C2H5NO3, with properties calculated with the ωB97M-V functional and the def2-TZVPD basis.

Last column: natural (NBO) charge in e.
CARTESIAN COORDINATES (ANGSTROEM)
N -1.11 -1.68 0.86  -0.8641
C 0.16 -1.39 1.48  0.5224
O 0.89 -2.28 1.95  -0.5953
H -1.44 -2.62 0.79  0.3941
H -1.63 -0.97 0.29  0.3987
H 0.44 -0.32 1.49  0.1438
O -0.41 2.93 -0.73  -0.5103
C 0.41 2.31 -1.41  0.6142
O 0.65 0.98 -0.85  -0.7095
H 1.05 2.52 -2.23  0.1393
H 0.99 0.52 -1.64  0.4664

E_LUMO: 0.4 eV
HOMO-LUMO gap: 10.34 eV
SMILES: NC=O.O=CO

What should be chosen as the most stable of them? Choose entry B.

Entry A
Below is 2 unconnected molecules or ions with the total composition C2H5NO3, with properties calculated with the ωB97M-V functional and the def2-TZVPD basis.

Last column: natural (NBO) charge in e.
CARTESIAN COORDINATES (ANGSTROEM)
C 0.00 -1.30 -0.12  -0.7440
C 0.65 -0.18 -0.91  0.4958
O 0.11 0.66 -1.60  -0.5981
H -0.96 -0.78 0.08  0.2359
H 0.59 -1.51 0.82  0.2431
H -0.18 -2.23 -0.68  0.2537
H 1.84 -0.30 -0.89  0.1124
O -0.27 0.96 2.31  -0.2808
N -0.10 1.21 1.18  0.3115
O -1.05 1.78 0.36  -0.5417
H -0.62 1.69 -0.55  0.5122

E_LUMO: 0.1 eV
HOMO-LUMO gap: 10.04 eV
SMILES: CC=O.O=NO

Entry B
Below is a single C2H5NO3 molecule, with properties calculated with the ωB97M-V functional and the def2-TZVPD basis.

Last column: natural (NBO) charge in e.
CARTESIAN COORDINATES (ANGSTROEM)
C 1.72 0.33 0.20  0.0424
N 0.64 0.73 -0.36  -0.4974
C -0.59 0.29 0.02  0.8353
O -1.67 0.70 -0.67  -0.6966
O -0.52 -1.32 -0.31  -0.7922
O -0.98 0.31 1.36  -0.7034
H 2.66 0.75 -0.35  0.1896
H 1.77 -0.26 1.10  0.1887
H -1.34 1.15 -1.42  0.4966
H -1.34 -1.57 0.23  0.4527
H -1.89 0.47 1.28  0.4844

E_LUMO: 0.4 eV
HOMO-LUMO gap: 10.62 eV
SMILES: C=NC(O)(O)O

What should be chosen as the most stable of them? Choose entry B.

Entry A
Below is a gas-phase ion, C4H10N2O (charge -1), with properties calculated with the ωB97M-V functional and the def2-TZVPD basis.

Last column: natural (NBO) charge in e.
CARTESIAN COORDINATES (ANGSTROEM)
C 0.67 0.70 -0.42  -0.2034
C 1.76 -0.33 -0.80  -0.4917
C 2.14 -1.22 0.36  0.0041
O 2.23 -0.73 1.56  -0.8218
N -0.31 0.16 0.47  -0.6664
C -1.66 -0.04 0.11  -0.0421
N -2.53 1.14 0.39  -0.8484
H 1.08 1.65 -0.04  0.1690
H 0.14 0.99 -1.33  0.1635
H 2.61 0.22 -1.26  0.1440
H 1.34 -0.93 -1.62  0.1708
H 2.37 -2.27 0.12  0.0671
H -0.01 -0.38 1.26  0.4128
H -2.03 -0.94 0.57  0.1450
H -1.77 -0.19 -0.98  0.1404
H -3.50 0.86 0.22  0.3205
H -2.52 1.30 1.40  0.3366

E_LUMO (alpha / beta): 4.0 / 3.9 eV
HOMO-LUMO gap (alpha / beta): 3.68 / 7.03 eV
Spin multiplicity: 2
Total charge: -1
Expectation value of S²: 0.754

Entry B
Below is 2 unconnected molecules or ions with the total composition C4H10N2O, with properties calculated with the ωB97M-V functional and the def2-TZVPD basis.

Last column: natural (NBO) charge in e.
CARTESIAN COORDINATES (ANGSTROEM)
N -0.54 0.60 1.42  -0.9145
C 0.75 0.30 2.31  0.1610
O 1.64 -0.41 1.68  -0.9006
H -1.34 0.03 1.69  0.3546
H -0.75 1.58 1.42  0.3520
H 1.08 1.33 2.56  0.0611
H 0.31 -0.24 3.19  0.0572
C -0.99 -0.04 -1.80  0.0089
C -1.68 1.13 -1.65  -0.6098
C 0.92 -1.32 -1.37  -0.2963
N 0.01 -0.45 -0.96  -0.5900
H -1.10 -0.65 -2.69  0.1548
H -1.27 1.93 -1.03  0.1889
H -2.51 1.37 -2.30  0.1754
H 1.80 -1.53 -0.76  0.2036
H 0.92 -1.72 -2.39  0.1302
H -0.06 -0.02 0.13  0.4635

E_LUMO (alpha / beta): 4.2 / 4.2 eV
HOMO-LUMO gap (alpha / beta): 5.69 / 7.23 eV
Spin multiplicity: 2
Total charge: -1
Expectation value of S²: 0.766

What should be chosen as the most stable of them? Choose entry A.

Entry A
Below is 2 unconnected molecules or ions with the total composition C3H6NO3, with properties calculated with the ωB97M-V functional and the def2-TZVPD basis.

Last column: natural (NBO) charge in e.
CARTESIAN COORDINATES (ANGSTROEM)
C 0.27 1.08 -1.53  -0.7188
C 1.39 0.36 -0.79  0.6806
N 0.99 -0.75 -0.11  -0.8617
O 2.56 0.69 -0.92  -0.6885
H -0.31 0.37 -2.12  0.2170
H 0.71 1.81 -2.21  0.2047
H -0.36 1.59 -0.80  0.2556
H 1.80 -1.29 0.15  0.3692
H 0.02 -0.98 0.28  0.4573
O -1.39 -1.54 0.98  -0.7978
C -2.05 -0.58 1.45  0.6387
O -1.84 0.64 1.35  -0.7607
H -2.94 -0.88 2.05  0.0044

E_LUMO: 4.1 eV
HOMO-LUMO gap: 8.94 eV
Total charge: -1

Entry B
Below is 2 unconnected molecules or ions with the total composition C3H6NO3, with properties calculated with the ωB97M-V functional and the def2-TZVPD basis.

Last column: natural (NBO) charge in e.
CARTESIAN COORDINATES (ANGSTROEM)
C 0.22 0.34 2.06  -0.2004
C 0.29 -1.87 1.29  -0.1344
C 0.16 0.81 -1.87  0.4002
N 0.33 -0.49 -1.80  -0.3863
O -0.69 -1.26 -2.40  -0.6269
O 0.02 -0.94 2.10  -0.3489
O 0.95 1.70 -1.52  -0.7572
H 0.43 1.04 1.28  0.2011
H -0.17 0.64 2.97  0.1261
H -0.11 -2.90 1.40  0.1435
H 0.66 -1.57 0.30  0.1953
H -1.01 1.05 -2.07  -0.0298
H -1.23 -0.63 -2.92  0.4178

E_LUMO (alpha / beta): 3.9 / 3.9 eV
HOMO-LUMO gap (alpha / beta): 6.83 / 6.84 eV
Total charge: -1

What should be chosen as the most stable of them? Choose entry A.